Computed, not measured: a cluster of 11 separate species, C33H66Br8O11 in total in a non-equilibrium geometry, with ωB97M-V with the def2-TZVPD basis set.

XYZ file:
```
118
Properties=species:S:1:pos:R:3:forces:R:3
H -1.60081 4.93481 -0.22504 -0.23 0.45 -0.14
H 3.56876 2.83132 4.56511 0.10 0.11 -0.16
C 4.10434 1.52134 -0.34331 -0.11 -0.36 0.77
Br 1.01725 -3.67724 2.18710 0.47 0.55 0.14
H 1.77529 3.06027 4.45233 0.19 0.25 0.13
C -4.51932 -1.61461 0.25423 1.26 1.28 1.18
O 0.16815 3.07585 -3.43110 0.05 0.88 -0.21
H -0.73472 -0.49495 -3.15082 -0.10 -0.08 -0.20
H 1.51741 1.10403 3.06120 -0.15 -0.17 0.27
O 1.28967 -4.92116 -1.55898 0.16 0.38 -0.78
H 3.23575 0.78925 3.10816 0.04 -0.46 0.38
H -4.41121 3.54552 4.96294 0.20 0.11 0.15
H 0.32989 -1.43731 -0.93997 -0.07 0.23 0.08
O 1.97558 -6.35099 0.01861 -0.34 -0.29 0.30
H -1.32510 -1.74413 3.62224 0.02 -0.12 -0.23
H 0.85459 3.87363 -5.87923 -0.01 0.03 0.31
C 2.44225 -2.30386 2.07683 0.40 -0.57 -0.65
H 5.73366 -0.88411 -3.13858 -0.28 0.06 0.18
H -1.28313 6.16248 3.73653 -0.39 -0.18 -0.42
H 3.90093 -4.47596 -1.59518 -0.06 0.01 0.23
H -5.53334 -2.91442 1.59910 -0.11 -0.06 -0.20
C -1.42223 3.98483 3.85946 0.09 0.56 -0.99
H -0.40196 -5.81161 -0.69106 0.29 -0.16 -0.20
H 1.67882 2.90759 -1.40598 -0.05 -0.14 0.20
H -5.34238 -0.82978 -1.45088 -0.06 0.56 -0.14
H -1.63623 1.53202 0.80174 0.10 0.00 -0.14
H -1.11559 -1.73344 0.02012 -0.09 0.06 -0.05
O 1.05646 0.46355 0.46966 -0.21 -0.34 0.55
H 4.26114 -6.15600 -1.01772 0.08 0.13 0.08
Br 2.12966 0.17896 5.34869 0.11 0.07 -0.41
O -3.44318 -2.17140 0.35517 -0.41 -0.44 -0.21
H -4.79737 3.15184 2.53364 -0.02 0.23 0.29
H -1.29662 -1.55307 -6.09075 0.04 -0.03 -0.04
H 3.49584 -5.84087 -2.58583 0.11 -0.02 0.02
O -2.72055 4.21797 4.05755 -0.29 0.52 0.21
H 6.72732 -3.00496 -2.51693 -0.19 -0.01 -0.08
C 2.19706 -5.65941 -0.93659 0.76 0.05 0.49
C 3.77234 -2.91809 2.44972 -0.27 -0.01 1.09
H -0.06324 -4.16932 -0.22070 0.07 -0.02 -0.09
H 4.34863 2.54352 -0.06793 0.34 0.03 -0.31
H -0.99562 1.79481 -4.49582 -0.08 0.05 -0.24
H 4.11577 -3.72300 1.80841 -0.03 0.23 -0.30
H 2.52931 -1.99447 1.03717 -0.55 0.22 0.04
O 1.58240 -1.14514 -5.00310 0.41 0.13 0.30
C -3.29757 3.77708 -0.90220 0.44 -0.73 0.75
O -0.89459 2.90585 3.81256 -0.10 -0.51 0.43
H -6.61151 -1.73059 0.77430 -0.01 -0.11 -0.01
H 1.03430 2.10145 -5.85161 0.17 0.16 0.11
H -2.33197 4.04629 1.04977 -0.42 -0.23 -0.02
H -5.58822 -1.27565 2.11793 0.34 0.34 -0.23
H -0.27687 5.25723 2.53509 -0.32 -0.13 -0.15
C -0.09266 0.05806 0.47995 -0.10 1.21 -0.70
H 3.06599 1.55011 -0.67594 0.15 -0.33 -0.19
H -3.70434 -0.21989 -1.13409 0.02 0.23 0.04
H -1.92253 0.02095 1.68960 -0.12 -0.13 -0.62
H -4.23500 3.40432 -0.48972 -0.42 0.62 -0.44
H -1.19182 -0.56925 -1.28824 0.10 0.24 0.44
H 5.36004 -2.78811 -1.36859 -0.12 0.05 -0.27
H -2.75678 2.84907 -1.10435 0.36 0.29 -0.21
H -5.13010 0.40986 -0.17614 -0.01 0.08 -0.08
H -0.99204 0.15307 -5.91566 -0.06 -0.10 0.23
H 3.73543 -3.30450 3.46681 0.10 0.04 -0.01
C -0.91537 -4.31418 -2.20126 0.43 -0.42 0.47
H 0.41172 2.72847 -0.16111 -0.09 -0.24 -0.17
Br -3.29391 -0.64728 4.54810 -0.19 -0.08 -0.29
C -0.03778 -4.85493 -1.06934 -1.26 0.35 0.26
O -0.91441 1.57826 -2.15057 -0.60 0.21 -0.15
C 5.04337 0.97517 -1.39339 -0.89 2.07 0.26
C 2.40128 1.17539 3.69037 0.35 0.80 -0.31
C -0.17611 2.52681 -2.27899 0.78 -0.21 0.91
H -3.01275 2.40770 4.93955 -0.24 -0.02 0.11
C 0.38647 -1.09842 -4.84737 0.60 -0.56 -0.11
C 6.31108 -2.39253 -1.71791 0.77 0.24 0.48
H 0.16216 5.38933 4.18477 0.02 -0.44 0.04
H 7.15400 -0.43936 -2.30098 0.07 0.03 0.55
C -3.59440 3.13773 4.37196 -0.02 -1.00 -0.26
H -1.40618 3.50955 -4.70720 -0.03 0.01 0.37
C -2.33106 -2.14265 3.74177 0.32 0.01 0.63
C -4.14262 2.49117 3.10916 0.11 0.20 -0.89
C -0.70954 5.26118 3.53417 0.85 0.83 0.81
Br -3.67129 6.10651 0.69073 0.25 0.03 0.06
H -1.89369 -2.98574 5.68514 -0.72 0.15 0.22
C -0.54599 -0.95779 -0.50051 0.09 -1.38 0.43
C 6.19852 -0.94334 -2.14858 -0.37 -0.38 -1.03
H -1.95480 -4.21992 -1.88848 0.01 0.01 0.19
C -4.66629 -0.43458 -0.68036 -0.44 -1.24 -0.31
O 5.40665 1.70356 -2.28900 0.49 -1.01 -0.26
H 4.12523 0.93765 0.57972 -0.05 -0.11 -0.16
H 2.17152 -1.48158 2.72746 -0.10 -0.04 0.01
H -4.69397 1.56610 3.26485 0.03 0.04 0.40
H -2.76435 -2.44067 2.79069 -0.12 0.30 -0.03
C -0.28600 -1.41587 -3.53274 -0.24 0.65 -0.81
Br -3.46001 4.72935 -2.58937 -0.18 -0.29 0.36
C 3.56828 -5.51081 -1.54584 -0.37 -0.27 -0.63
C -5.62926 -1.89665 1.21916 -0.57 -0.63 0.08
O 5.36633 -0.28869 -1.18713 0.36 -0.38 -0.01
H -1.48394 -3.97163 4.38915 -0.57 -0.44 -0.38
C 2.66921 2.65042 3.99021 -1.01 -0.70 -0.44
H -0.88345 -5.01440 -3.03573 0.04 0.15 -0.19
C -2.27775 -3.29366 4.71385 0.64 -0.02 -0.14
H -0.76159 1.07703 2.29260 0.36 0.43 -0.35
H -0.25123 2.84657 -6.74722 -0.23 0.01 0.14
C 0.32041 2.92735 -5.81982 0.15 -0.60 -0.32
Br -4.02284 -4.17764 4.83434 0.70 0.12 0.13
H 0.61453 4.21106 -1.11420 -0.32 0.00 -0.23
C -0.58462 2.79752 -4.61413 -0.12 -0.20 -0.40
H -0.54991 -3.33253 -2.49476 -0.17 -0.68 0.09
H -3.32869 2.24289 2.42214 0.14 -0.12 0.21
H -1.08049 -2.12816 -3.76240 -0.08 0.20 0.18
H 7.00309 -2.47493 -0.87547 -0.06 -0.01 0.03
H 0.36919 -1.79886 -2.75679 0.30 0.09 -0.61
Br 2.76599 3.48366 2.20677 0.14 0.20 0.53
C -2.57078 4.60556 0.14490 0.23 -0.23 -0.27
Br 5.08841 -1.47084 2.48782 0.00 -0.26 -0.16
C 0.63719 3.12009 -1.14774 0.33 0.42 -0.32
C -0.49257 -0.81690 -6.02424 -1.02 0.58 -0.32
H 0.02883 -0.74646 -6.97473 0.36 -0.30 0.17
C -1.15126 0.71534 1.33829 -0.08 -0.61 1.18
```
Forces are in eV/Å.

strongest force on any atom	2.27	eV Å⁻¹
highest occupied orbital energy	-9.588	eV
energy relative to the best compared isomer or geometry (same formula, charge and spin)	1.1963	eV
structure (SMILES)	CCOC(C)=O.CCOC(C)=O.CCOC(C)=O.CCOC(C)=O.CC(C)=O.CC(C)=O.CC(C)=O.BrCCBr.BrCCBr.BrCCBr.BrCCBr
DFT total energy	-22716.79103	hartree